C2H5FN2O | the ωB97M-V functional and the def2-TZVPD basis

```
11
C2H5FN2O, DFT the ωB97M-V functional and the def2-TZVPD basis
H -0.0756 2.0487 -0.7325
H 0.6855 -2.3659 -0.5394
H -1.9424 1.7024 -0.5024
H -0.9983 1.5159 1.0832
N 1.0153 -1.7286 0.1525
F -0.4819 -0.3290 -1.6709
C 0.5599 -0.5077 0.5860
H 1.9037 -1.9630 0.4906
N -0.7281 0.0593 -0.2865
O 1.0126 0.1218 1.5065
C -0.9507 1.4461 -0.0871
```

Summary:
**LUMO energy**: 0.881 eV
**Relative energy (zero: lowest compared OMol25 entry of this formula, charge and spin)**: 49.3 kcal/mol
**SMILES**: CN(F)C(N)=O
**Calculated total energy**: -9897.6626 eV
**HOMO energy**: -9.513 eV

C2H5FNPS | the ωB97M-V functional and the def2-TZVPD basis

```
11
C2H5FNPS, DFT the ωB97M-V functional and the def2-TZVPD basis
C -1.5921 -0.7836 0.9397
N -0.8934 0.3441 0.4135
P -0.3247 -0.1358 -1.2085
H 2.6600 0.2866 -1.8462
C 2.1594 0.6880 -0.9251
F -1.5161 1.6726 0.4716
H 2.2433 1.7795 -0.6745
S -0.6166 -1.9740 -0.0395
H -2.7259 -0.8601 0.7661
H -1.5170 -1.0548 2.1062
H 2.1231 0.0375 -0.0034
```

Summary:
**LUMO energy (spin up / spin down)**: -0.478 / -0.477 eV
**Relative energy (zero: lowest compared OMol25 entry of this formula, charge and spin)**: 78.0 kcal/mol
**Calculated total energy**: -26481.6532 eV
**HOMO energy (spin up / spin down)**: -7.959 / -7.957 eV

C2H5FO | the ωB97M-V functional and the def2-TZVPD basis

```
9
C2H5FO, DFT the ωB97M-V functional and the def2-TZVPD basis
H 1.0074 -1.9720 1.3218
H -0.7722 1.1471 0.5143
H 1.8439 0.4097 1.5541
O -0.9796 1.4271 -0.3892
C 1.3195 -1.3249 0.4941
F 2.1134 0.6448 -0.4016
C 1.7178 -0.0603 0.6380
H 1.3532 -2.0185 -0.2978
H -0.1140 1.6061 -0.8637
```

Summary:
**LUMO energy**: 0.936 eV
**Relative energy (zero: lowest compared OMol25 entry of this formula, charge and spin)**: 21.9 kcal/mol
**SMILES**: C=CF.O
**Calculated total energy**: -6918.6597 eV
**HOMO energy**: -10.223 eV

C2H5FO | the ωB97M-V functional and the def2-TZVPD basis

```
9
C2H5FO, DFT the ωB97M-V functional and the def2-TZVPD basis
H 1.3766 -1.4932 -0.1352
H 1.0396 0.4522 -0.8080
F 0.6546 0.1677 1.9774
C 0.2396 -0.2482 -0.9231
O 0.6767 -1.5362 -0.7936
H -0.8390 1.5653 1.8081
H -0.5494 -0.0083 -1.7994
H -1.2481 -0.1850 1.2837
C -0.5216 0.5407 1.3871
```

Summary:
**LUMO energy (spin up / spin down)**: 0.918 / 0.687 eV
**Relative energy (zero: lowest compared OMol25 entry of this formula, charge and spin)**: 92.7 kcal/mol
**Calculated total energy**: -6915.5883 eV
**HOMO energy (spin up / spin down)**: -8.397 / -7.853 eV

C2H5FS | the ωB97M-V functional and the def2-TZVPD basis

```
9
C2H5FS, DFT the ωB97M-V functional and the def2-TZVPD basis
H 0.6249 -1.7844 -0.3047
H -0.1495 -1.1818 1.1543
H 0.0877 1.1473 2.1708
C -0.1083 -1.0645 0.1702
H 0.0071 1.1996 -1.0710
C 0.3263 0.8782 -0.0725
F 1.7056 1.0372 -0.1510
H -1.2149 -1.1187 -0.1583
S -0.5529 1.6957 1.1557
```

Summary:
**LUMO energy**: 0.878 eV
**Relative energy (zero: lowest compared OMol25 entry of this formula, charge and spin)**: 40.2 kcal/mol
**Calculated total energy**: -15705.6125 eV
**HOMO energy**: -9.314 eV

C2H5GdO2 | the ωB97M-V functional and the def2-TZVPD basis

```
10
C2H5GdO2, DFT the ωB97M-V functional and the def2-TZVPD basis
H -3.8535 0.6600 2.0909
H -1.6449 -1.8588 0.9322
C -3.4189 -1.3008 1.3262
O -2.4753 -1.8875 0.4388
H -4.4281 -1.5981 1.0085
H -3.7066 0.5844 0.3416
H -3.1909 -1.6421 2.3525
Gd -0.1241 1.1836 0.2537
O -1.9149 0.5360 1.4729
C -3.2462 0.2118 1.2795
```

Summary:
**Charge**: +1
**Multiplicity**: 9
**LUMO energy (spin up / spin down)**: -4.982 / -5.960 eV
**Relative energy (zero: lowest compared OMol25 entry of this formula, charge and spin)**: 0.0 kcal/mol
**Calculated total energy**: -27076.5784 eV
**HOMO energy (spin up / spin down)**: -13.144 / -13.164 eV

C2H5I2OP | the ωB97M-V functional and the def2-TZVPD basis

```
11
C2H5I2OP, DFT the ωB97M-V functional and the def2-TZVPD basis
P -0.3833 -3.6561 -0.2737
H 0.0659 1.4632 -1.0762
H 1.1491 1.2412 1.7694
C 1.0995 1.1734 0.6615
H 1.6251 0.3356 0.3928
C -0.1764 1.1743 -0.0846
H 1.7179 1.9235 0.2745
I -2.7707 -4.2329 -0.3898
H -0.7710 2.0157 0.2735
I -0.4604 -1.5788 -1.4808
O -1.0957 0.1409 -0.0666
```

Summary:
**LUMO energy (spin up / spin down)**: -1.810 / -1.142 eV
**Relative energy (zero: lowest compared OMol25 entry of this formula, charge and spin)**: 89.0 kcal/mol
**Calculated total energy**: -29689.8835 eV
**HOMO energy (spin up / spin down)**: -8.601 / -8.423 eV

C2H5IN | the ωB97M-V functional and the def2-TZVPD basis

```
9
C2H5IN, DFT the ωB97M-V functional and the def2-TZVPD basis
C 0.3851 0.7719 -0.3455
C -0.3897 -0.0262 0.6465
I -2.9944 0.0360 0.0572
H 1.2098 1.4527 0.1118
H -0.2307 -0.1309 1.7556
H 1.3210 -1.2145 0.2843
H -0.0235 1.1181 -1.3273
H 0.1987 -1.2879 -0.9714
N 0.5237 -0.7192 -0.2111
```

Summary:
**Charge**: +1
**LUMO energy**: -6.301 eV
**Relative energy (zero: lowest compared OMol25 entry of this formula, charge and spin)**: 47.2 kcal/mol
**SMILES**: I[C@@H]1C[NH2+]1
**Calculated total energy**: -11735.7222 eV
**HOMO energy**: -14.010 eV

C2H5IN2 | the ωB97M-V functional and the def2-TZVPD basis

```
10
C2H5IN2, DFT the ωB97M-V functional and the def2-TZVPD basis
C 0.2276 1.5681 -0.2500
H -0.0104 -1.5218 0.1670
H 0.7801 2.3802 -0.0808
I -3.2988 -0.1978 -0.1425
N -0.9267 1.3295 -0.0514
N -1.4864 0.2760 0.3062
C 0.9114 -1.0698 0.0315
H 1.4945 -1.3128 0.8579
H 0.6877 -0.0982 -0.1154
H 1.6210 -1.3534 -0.7225
```

Summary:
**Multiplicity**: 3
**LUMO energy (spin up / spin down)**: 0.020 / -1.821 eV
**Relative energy (zero: lowest compared OMol25 entry of this formula, charge and spin)**: 72.1 kcal/mol
**Calculated total energy**: -13228.4997 eV
**HOMO energy (spin up / spin down)**: -7.048 / -9.188 eV

C2H5IS | the ωB97M-V functional and the def2-TZVPD basis

```
9
C2H5IS, DFT the ωB97M-V functional and the def2-TZVPD basis
H 1.1329 -0.7447 0.8158
C 0.7756 -0.8298 -0.1795
C -0.2832 0.2985 -0.3535
H 0.3221 -1.8278 -0.4369
S -0.1716 1.8141 0.7296
H -0.1864 0.8065 -1.3408
H -0.8413 1.5761 1.8034
H 1.6152 -0.7033 -0.8531
I -2.3633 -0.3897 -0.1850
```

Summary:
**LUMO energy**: 0.179 eV
**Relative energy (zero: lowest compared OMol25 entry of this formula, charge and spin)**: 6.7 kcal/mol
**Calculated total energy**: -21090.3386 eV
**HOMO energy**: -9.057 eV

C2H5IS | the ωB97M-V functional and the def2-TZVPD basis

```
9
C2H5IS, DFT the ωB97M-V functional and the def2-TZVPD basis
H -1.4584 -1.0264 0.9439
H -0.4397 1.3967 0.3176
C 0.0620 0.5622 0.6052
H -0.7128 -0.8308 -1.0965
C 0.2439 -0.3328 -0.7054
H 1.0172 -1.2084 -0.6374
H 1.0765 0.9098 0.9713
I 0.8998 1.0137 -2.3187
S -0.6885 -0.4840 1.9200
```

Summary:
**LUMO energy**: 0.283 eV
**Relative energy (zero: lowest compared OMol25 entry of this formula, charge and spin)**: 7.8 kcal/mol
**SMILES**: SCCI
**Calculated total energy**: -21090.2917 eV
**HOMO energy**: -9.441 eV

C2H5MgO3Sn | the ωB97M-V functional and the def2-TZVPD basis

```
12
C2H5MgO3Sn, DFT the ωB97M-V functional and the def2-TZVPD basis
O -0.7958 -0.1790 0.2950
H 0.5415 -1.6569 0.7837
C 0.0339 -1.2332 -0.1048
Sn 0.3167 1.4000 0.3265
C 1.0735 -0.6925 -1.1013
O 1.6357 0.5156 -0.6822
Mg -2.2563 0.5899 1.3277
H -1.2969 3.0989 1.7187
H 1.8444 -1.4735 -1.2553
H -0.5419 -2.0515 -0.5742
O -1.1176 2.2382 1.3459
H 0.5627 -0.5561 -2.0798
```

Summary:
**Multiplicity**: 2
**LUMO energy (spin up / spin down)**: -1.238 / -1.301 eV
**Relative energy (zero: lowest compared OMol25 entry of this formula, charge and spin)**: 67.7 kcal/mol
**Calculated total energy**: -19570.4360 eV
**HOMO energy (spin up / spin down)**: -4.941 / -6.158 eV

What is the formula in the seventh record?
C2H5I2OP